w | Density functional theory data (ωB97M-V/def2-TZVPD) for one molecule with the formula C3H9NO2.

```
15
Properties=species:S:1:pos:R:3:nbo_charge:R:1
C -0.147 -0.408 -0.183 -0.101
C -0.495 0.951 0.361 -0.082
C 1.343 -0.681 -0.076 -0.062
H -1.899 -1.250 0.546 0.369
H -0.658 -1.381 1.592 0.342
H -0.509 -0.528 -1.202 0.195
H -0.285 1.061 1.453 0.171
H 0.156 1.712 -0.111 0.179
H -1.982 1.515 -0.726 0.467
H 1.654 -0.524 0.959 0.155
H 1.614 -1.681 -0.412 0.181
H 2.921 0.051 -0.993 0.472
N -0.906 -1.463 0.580 -0.834
O -1.851 1.253 0.203 -0.719
O 1.992 0.259 -0.925 -0.733
```

For the molar mass, the calculation gives 91.1 g/mol. The value obtained for the HOMO energy is -9.3142 eV. Its multiplicity is 1. The frontier orbital gap is 10.199 eV. The LUMO energy comes out at 0.9 eV. The total charge is 0. The SMILES is NC(CO)CO.

x | Density functional theory data (ωB97M-V/def2-TZVPD) for a 2-piece molecular cluster, C3H9NO2 overall.

```
15
Properties=species:S:1:pos:R:3:nbo_charge:R:1
C -1.794 -0.268 0.226 -0.231
C -0.527 -0.243 -0.578 -0.543
C 0.131 1.036 -0.243 0.471
O 1.218 1.237 0.140 -0.513
N -3.060 -0.542 -0.457 -0.799
H -2.028 0.746 0.691 0.191
H -1.583 -0.870 1.165 0.207
H -0.657 -0.183 -1.631 0.230
H 0.172 -1.138 -0.298 0.221
H -0.510 1.805 -0.645 0.080
H -3.406 0.241 -1.018 0.352
H -2.893 -1.192 -1.068 0.333
H 4.244 -1.320 0.418 0.460
H 3.032 -0.455 0.316 0.471
O 3.555 -0.862 0.965 -0.932
```

For the molar mass, the calculation gives 91.1 g/mol. The value obtained for the HOMO energy is -9.6757 eV. Its multiplicity is 1. The frontier orbital gap is 10.493 eV. The LUMO energy comes out at 0.8 eV. The total charge is 0. The SMILES is NCCC=O.O.

y | Density functional theory data (ωB97M-V/def2-TZVPD) for a 2-piece molecular cluster, C3H9NO2 overall.

```
15
Properties=species:S:1:pos:R:3:nbo_charge:R:1
O -0.683 1.970 0.721 -0.624
C 0.262 2.168 0.004 0.653
O 1.037 1.238 -0.525 -0.712
H 0.621 3.174 -0.240 0.100
H 0.624 0.328 -0.316 0.502
C -0.791 -1.577 -1.159 -0.417
N -0.287 -1.027 0.100 -0.636
C 0.435 -2.017 0.893 -0.415
H 0.056 -1.861 -1.784 0.196
H -1.431 -2.456 -1.021 0.177
H -1.370 -0.808 -1.666 0.210
H -1.067 -0.665 0.644 0.385
H -0.180 -2.885 1.157 0.176
H 0.795 -1.561 1.816 0.210
H 1.312 -2.355 0.340 0.196
```

For the molar mass, the calculation gives 91.1 g/mol. The value obtained for the HOMO energy is -9.6976 eV. Its multiplicity is 1. The frontier orbital gap is 10.577 eV. The LUMO energy comes out at 0.9 eV. The total charge is 0. The SMILES is O=CO.CNC.

Energies relative to the minimum, hartree: w 0.0273; x 0.0636; y 0.0000

w | Density functional theory data (ωB97M-V/def2-TZVPD) for one molecule with the formula C2H5NO2.

```
10
Properties=species:S:1:pos:R:3:nbo_charge:R:1
N -0.668 0.637 1.117 -0.829
C 0.535 0.300 0.572 0.637
O 1.604 0.445 1.139 -0.614
C 0.474 -0.291 -0.835 -0.170
O -0.818 -0.681 -1.260 -0.716
H -0.651 1.111 2.009 0.404
H -1.502 0.675 0.546 0.410
H 0.825 0.474 -1.537 0.208
H 1.199 -1.114 -0.863 0.197
H -0.999 -1.554 -0.889 0.473
```

For the molar mass, the calculation gives 75.1 g/mol. The value obtained for the HOMO energy is -9.7538 eV. Its multiplicity is 1. The frontier orbital gap is 10.440 eV. The LUMO energy comes out at 0.7 eV. The total charge is 0. The SMILES is NC(=O)CO.

x | Density functional theory data (ωB97M-V/def2-TZVPD) for one molecule with the formula C2H5NO2.

```
10
Properties=species:S:1:pos:R:3:nbo_charge:R:1
C 0.658 0.261 -1.501 -0.265
C -0.221 -0.773 0.491 0.356
H 0.315 0.067 -2.554 0.192
H 0.193 1.097 -1.037 0.211
H 1.744 0.423 -1.569 0.188
H -0.421 -1.721 1.027 0.185
H -1.004 1.031 2.699 0.474
N -0.472 0.397 0.973 -0.253
O 0.400 -0.911 -0.702 -0.501
O -1.194 0.130 2.173 -0.587
```

For the molar mass, the calculation gives 75.1 g/mol. The value obtained for the HOMO energy is -9.1001 eV. Its multiplicity is 1. The frontier orbital gap is 10.130 eV. The LUMO energy comes out at 1.0 eV. The total charge is 0. The SMILES is CO/C=N/O.

y | Density functional theory data (ωB97M-V/def2-TZVPD) for a 2-piece molecular cluster, C2H5NO2 overall.

```
10
Properties=species:S:1:pos:R:3:nbo_charge:R:1
C -1.293 -0.540 -0.470 -0.165
C 2.230 -0.212 -0.086 0.259
N -2.087 0.232 0.203 -0.131
O -1.439 1.259 0.835 -0.570
O 1.554 -1.209 -0.009 -0.505
H -1.683 -1.425 -0.952 0.195
H -0.205 -0.311 -0.510 0.181
H 1.861 0.859 0.228 0.132
H 3.203 -0.371 -0.617 0.124
H -2.142 1.718 1.378 0.480
```

For the molar mass, the calculation gives 75.1 g/mol. The value obtained for the HOMO energy is -9.7471 eV. Its multiplicity is 1. The frontier orbital gap is 10.355 eV. The LUMO energy comes out at 0.6 eV. The total charge is 0. The SMILES is C=NO.C=O.

Energies relative to the minimum, hartree: w 0.0000; x 0.1077; y 0.1336

w | Density functional theory data (ωB97M-V/def2-TZVPD) for one molecule with the formula C6H9N.

```
16
Properties=species:S:1:pos:R:3:nbo_charge:R:1
C -0.285 1.617 0.346 -0.638
C -0.395 0.303 -0.363 0.317
C 0.604 -0.194 -1.358 -0.475
C 0.925 -0.766 -0.024 -0.175
C 1.833 -0.843 0.972 -0.358
C -0.727 -1.211 0.484 -0.192
N -1.632 -0.399 -0.350 -0.617
H 0.737 1.991 0.299 0.242
H -0.561 1.530 1.402 0.233
H -0.959 2.343 -0.121 0.228
H 1.269 0.565 -1.764 0.234
H 0.191 -0.876 -2.100 0.228
H 2.889 -0.862 0.623 0.153
H -0.766 -2.257 0.205 0.224
H -0.782 -1.029 1.554 0.225
H -2.341 0.090 0.196 0.370
```

For the molar mass, the calculation gives 95.1 g/mol. The value obtained for the HOMO energy is -7.2749 eV. Its multiplicity is 1. The frontier orbital gap is 7.934 eV. The LUMO energy comes out at 0.7 eV. The total charge is 0.

x | Density functional theory data (ωB97M-V/def2-TZVPD) for a 2-piece molecular cluster, C6H9N overall.

```
16
Properties=species:S:1:pos:R:3:nbo_charge:R:1
C -1.464 1.837 1.185 -0.623
C -0.677 0.889 0.338 -0.290
C -0.134 1.123 -0.806 0.095
C 0.496 1.202 -1.928 -0.524
C 1.214 -1.789 -0.333 -0.057
C 1.384 -2.383 0.753 -0.060
N 0.002 -2.279 0.356 -0.632
H -0.998 1.973 2.163 0.216
H -2.465 1.446 1.370 0.217
H -1.562 2.815 0.720 0.214
H 1.509 1.560 -2.011 0.214
H -0.036 0.996 -2.838 0.213
H 1.571 -1.275 -1.155 0.230
H -0.514 -0.132 0.712 0.258
H 1.950 -2.810 1.509 0.215
H -0.273 -3.173 -0.035 0.314
```

For the molar mass, the calculation gives 95.1 g/mol. The value obtained for the HOMO energy is -8.2842 eV. Its multiplicity is 1. The frontier orbital gap is 9.356 eV. The LUMO energy comes out at 1.1 eV. The total charge is 0. The SMILES is C1=CN1.C=C=CC.

y | Density functional theory data (ωB97M-V/def2-TZVPD) for C6H9N as an isolated structure.

```
16
Properties=species:S:1:pos:R:3:nbo_charge:R:1
C 2.332 0.054 -0.302 -0.414
N 0.996 -0.500 -0.325 -0.244
C 0.320 -1.200 0.627 -0.164
C -1.729 0.110 0.679 -0.161
C -1.864 1.398 0.371 -0.409
C -0.037 -0.247 -1.150 -0.121
C -0.973 -0.886 -0.157 -0.336
H 2.350 0.890 0.404 0.218
H 2.588 0.424 -1.297 0.217
H 3.046 -0.703 0.021 0.218
H 0.496 -0.978 1.681 0.172
H -2.125 -0.272 1.621 0.198
H -2.334 2.100 1.051 0.195
H -1.490 1.792 -0.570 0.201
H 0.029 -0.206 -2.232 0.193
H -1.579 -1.731 -0.501 0.236
```

For the molar mass, the calculation gives 95.1 g/mol. The value obtained for the HOMO energy is -6.8946 eV. Its multiplicity is 1. The frontier orbital gap is 7.879 eV. The LUMO energy comes out at 1.0 eV. The total charge is 0.

Energies relative to the minimum, hartree: w 0.0837; x 0.0573; y 0.0000

w | Density functional theory data (ωB97M-V/def2-TZVPD) for one molecule with the formula C3H4N2O.

```
10
Properties=species:S:1:pos:R:3:nbo_charge:R:1
N 2.217 0.253 -0.182 -0.612
C 1.197 -0.192 0.402 0.384
O 0.150 0.651 0.660 -0.515
C -0.898 0.586 -0.280 -0.166
C -1.972 -0.338 0.136 0.239
N -2.809 -1.086 0.409 -0.293
H 2.902 -0.495 -0.263 0.347
H 1.047 -1.219 0.755 0.151
H -0.538 0.242 -1.258 0.225
H -1.296 1.599 -0.379 0.241
```

For the molar mass, the calculation gives 84.1 g/mol. The value obtained for the HOMO energy is -11.2351 eV. Its multiplicity is 1. The frontier orbital gap is 11.971 eV. The LUMO energy comes out at 0.7 eV. The total charge is 0. The SMILES is [H]/N=C/OCC#N.

x | Density functional theory data (ωB97M-V/def2-TZVPD) for one molecule with the formula C3H4N2O.

```
10
Properties=species:S:1:pos:R:3:nbo_charge:R:1
O -1.680 -1.100 0.069 -0.670
C -0.464 -0.517 -0.229 0.098
C -0.343 0.973 -0.372 0.051
N 0.846 1.360 -0.046 -0.411
C 1.500 0.171 0.334 0.170
N 0.781 -0.883 0.452 -0.402
H -2.107 -0.631 0.792 0.475
H -1.114 1.715 -0.606 0.211
H 2.559 0.163 0.559 0.195
H 0.022 -1.250 -0.955 0.284
```

For the molar mass, the calculation gives 84.1 g/mol. The value obtained for the HOMO energy is -10.3680 eV. Its multiplicity is 1. The frontier orbital gap is 10.376 eV. The LUMO energy comes out at 0.0 eV. The total charge is 0. The SMILES is O[C@H]1C=NC=N1.

Energies relative to the minimum, hartree: w 0.0000; x 0.0210

w | Density functional theory data (ωB97M-V/def2-TZVPD) for one molecule with the formula C3H4N2O.

```
10
Properties=species:S:1:pos:R:3:nbo_charge:R:1
C 0.561 0.219 -2.093 -0.666
C 0.044 0.119 -0.685 0.064
C -0.043 -1.096 -0.014 0.043
H 0.529 -0.813 -2.562 0.235
H 0.132 1.185 -2.635 0.245
H 1.612 0.376 -1.961 0.234
H -0.151 -1.995 -0.513 0.216
N -0.343 0.539 1.563 0.121
N 0.047 1.219 0.454 -0.206
O -0.428 -0.814 1.288 -0.286
```

For the molar mass, the calculation gives 84.1 g/mol. The value obtained for the HOMO energy is -10.0142 eV. Its multiplicity is 1. The frontier orbital gap is 10.619 eV. The LUMO energy comes out at 0.6 eV. The total charge is 0. The SMILES is Cc1conn1.

x | Density functional theory data (ωB97M-V/def2-TZVPD) for one molecule with the formula C3H4N2O.

```
10
Properties=species:S:1:pos:R:3:nbo_charge:R:1
O -1.154 1.699 0.471 -0.596
C -0.362 0.836 0.155 0.664
C -0.857 -0.612 -0.007 -0.336
N 0.221 -1.538 -0.076 -0.528
C 1.246 -2.109 -0.124 0.285
N 0.939 1.046 -0.140 -0.816
H -1.511 -0.849 0.837 0.253
H -1.449 -0.673 -0.926 0.250
H 1.599 0.268 -0.219 0.413
H 1.315 1.961 0.029 0.409
```

For the molar mass, the calculation gives 84.1 g/mol. The value obtained for the HOMO energy is -10.4336 eV. Its multiplicity is 1. The frontier orbital gap is 11.223 eV. The LUMO energy comes out at 0.8 eV. The total charge is 0.

y | Density functional theory data (ωB97M-V/def2-TZVPD) for one molecule with the formula C3H4N2O.

```
10
Properties=species:S:1:pos:R:3:nbo_charge:R:1
O 1.188 -1.432 -0.675 -0.652
C 0.425 -0.493 -0.081 0.430
C -0.906 -0.423 0.287 -0.434
C -1.094 0.889 0.922 -0.229
N 0.086 1.546 0.848 -0.255
N 0.969 0.671 0.306 -0.325
H 0.630 -2.195 -0.882 0.498
H -1.656 -1.207 0.241 0.238
H -1.716 0.755 -0.084 0.314
H 1.946 0.922 0.200 0.415
```

For the molar mass, the calculation gives 84.1 g/mol. The value obtained for the HOMO energy is -8.6651 eV. Its multiplicity is 1. The frontier orbital gap is 9.027 eV. The LUMO energy comes out at 0.4 eV. The total charge is 0. The SMILES is Oc1ccn[nH]1.

Energies relative to the minimum, hartree: w 0.1083; x 0.0000; y 0.1247

w | Density functional theory data (ωB97M-V/def2-TZVPD) for one molecule with the formula C3H4N2O.

```
10
Properties=species:S:1:pos:R:3:nbo_charge:R:1
O -1.728 1.628 0.556 -0.492
C -1.219 0.557 0.426 0.707
C -1.242 -0.847 -0.034 -0.334
N -0.071 -0.152 0.598 -0.463
C 1.196 0.034 0.026 0.263
N 1.601 1.190 -0.291 -0.613
H -1.679 -1.653 0.551 0.216
H -1.203 -1.003 -1.114 0.208
H 1.757 -0.904 -0.068 0.162
H 2.550 1.137 -0.653 0.346
```

For the molar mass, the calculation gives 84.1 g/mol. The value obtained for the HOMO energy is -9.8157 eV. Its multiplicity is 1. The frontier orbital gap is 10.613 eV. The LUMO energy comes out at 0.8 eV. The total charge is 0. The SMILES is [H]/N=C/N1CC1=O.

x | Density functional theory data (ωB97M-V/def2-TZVPD) for one molecule with the formula C3H4N2O.

```
10
Properties=species:S:1:pos:R:3:nbo_charge:R:1
O -2.130 -0.314 -0.618 -0.662
C -0.865 -0.088 -0.206 0.426
N -0.580 0.857 0.670 -0.350
N 0.760 0.773 0.808 -0.340
C 1.307 -0.197 0.046 -0.028
C 0.276 -0.795 -0.642 -0.398
H -2.684 0.358 -0.197 0.489
H 1.223 1.398 1.447 0.408
H 2.372 -0.384 0.041 0.219
H 0.321 -1.608 -1.350 0.237
```

For the molar mass, the calculation gives 84.1 g/mol. The value obtained for the HOMO energy is -8.9056 eV. Its multiplicity is 1. The frontier orbital gap is 9.960 eV. The LUMO energy comes out at 1.1 eV. The total charge is 0. The SMILES is Oc1cc[nH]n1.

y | Density functional theory data (ωB97M-V/def2-TZVPD) for one molecule with the formula C3H4N2O.

```
10
Properties=species:S:1:pos:R:3:nbo_charge:R:1
N -1.325 -1.367 -0.452 -0.811
C -0.454 -0.414 -0.017 0.695
N 0.404 0.029 -0.909 -0.595
C 1.177 0.998 -0.336 -0.065
C 0.679 1.372 0.849 -0.009
O -0.438 0.125 1.169 -0.498
H -1.069 -1.644 -1.391 0.409
H -1.727 -2.070 0.146 0.399
H 2.093 1.213 -0.899 0.242
H 0.660 1.758 1.839 0.232
```

For the molar mass, the calculation gives 84.1 g/mol. The value obtained for the HOMO energy is -8.5012 eV. Its multiplicity is 1. The frontier orbital gap is 9.420 eV. The LUMO energy comes out at 0.9 eV. The total charge is 0. The SMILES is Nc1ncco1.

Energies relative to the minimum, hartree: w 0.0596; x 0.0000; y 0.0452

w | Density functional theory data (ωB97M-V/def2-TZVPD) for one molecule with the formula C3H4N2O.

```
10
Properties=species:S:1:pos:R:3:nbo_charge:R:1
N 0.057 -0.207 1.587 -0.672
C -0.604 0.737 1.092 0.393
O -0.753 0.835 -0.279 -0.490
C -0.664 -0.251 -1.062 0.119
C 1.014 -0.414 -1.729 -0.052
N 1.655 -0.199 -2.689 -0.267
H 0.117 -0.142 2.600 0.372
H -1.086 1.581 1.587 0.177
H -0.797 -1.155 -0.433 0.140
H 1.061 -0.785 -0.676 0.280
```

For the molar mass, the calculation gives 84.1 g/mol. The value obtained for the HOMO energy (alpha / beta) is -8.8551 / -8.8545 eV. Its multiplicity is 1. The frontier orbital gap (alpha / beta) is 8.173 / 8.175 eV. The LUMO energy (alpha / beta) comes out at -0.7 / -0.7 eV. The total charge is 0.

x | Density functional theory data (ωB97M-V/def2-TZVPD) for C3H4N2O as an isolated structure.

```
10
Properties=species:S:1:pos:R:3:nbo_charge:R:1
O -1.488 -1.209 -0.789 -0.654
C -0.403 -0.273 -0.511 0.497
N 0.303 0.554 -1.207 -0.490
C 1.166 0.983 -0.206 -0.113
C 0.894 0.354 0.994 -0.114
N -0.176 -0.487 0.771 -0.617
H -2.324 -0.731 -0.946 0.523
H 1.930 1.718 -0.429 0.207
H 1.371 0.457 1.960 0.213
H -1.275 -1.367 0.363 0.547
```

For the molar mass, the calculation gives 84.1 g/mol. The value obtained for the HOMO energy is -8.5306 eV. Its multiplicity is 1. The frontier orbital gap is 8.632 eV. The LUMO energy comes out at 0.1 eV. The total charge is 0.

Energies relative to the minimum, hartree: w 0.0802; x 0.0000